Density functional theory data (ωB97M-V/def2-TZVPD) for a cluster of 12 separate species, C41H51F7O31 in total in a non-equilibrium geometry.

Structure (XYZ):
```
130
Properties=species:S:1:pos:R:3:forces:R:3:mulliken_charge:R:1
C 3.277617 1.781310 0.748798 -0.227 -1.379 -0.366 0.16
H 0.531113 -2.802744 -3.341072 -0.502 0.179 -0.308 -0.44
O 1.619137 -1.693970 -0.315387 0.634 0.221 0.680 -0.11
C -0.501751 0.655317 -0.762829 -1.056 2.284 0.690 1.09
C -3.042310 2.749970 3.616217 1.859 -1.374 -1.015 0.19
H -1.107784 -0.278241 -2.735237 0.225 -0.036 0.484 0.91
O 0.197685 2.333375 2.536428 0.283 1.909 0.502 0.08
H 3.609094 4.751689 0.591665 -0.480 -0.417 0.133 0.35
C -4.431007 -1.769883 0.111855 -1.242 1.476 0.146 1.29
O -3.907680 2.678499 -4.310306 1.213 -0.200 -1.065 -0.40
O -0.665072 -6.469340 3.773789 -0.489 -0.765 1.424 -0.54
H 0.285996 -3.290478 1.967100 -0.679 0.087 -0.578 -0.58
O 1.374425 5.475631 -2.006368 1.023 -0.766 -0.658 -0.40
H -5.238722 -3.139341 -2.745032 -0.266 -0.043 0.072 0.52
H 4.374102 -2.831532 -3.693994 0.057 -0.081 0.577 0.11
C -4.545390 -2.760304 -2.001371 -0.738 -1.717 0.101 -0.15
C 0.798595 4.473698 5.095368 0.698 1.474 1.215 0.29
C 0.868539 3.746891 -3.476027 -0.952 1.501 0.150 0.55
O 2.844318 -3.379829 -0.920768 0.849 -2.532 -0.767 0.23
C 3.725990 -2.223852 0.827782 -0.206 -0.811 1.480 0.00
C 2.612909 -2.359108 -0.134303 -0.847 0.756 -0.843 -0.73
O 0.726350 3.226495 4.515836 -0.244 -0.016 -0.354 -0.17
H 1.666392 0.392301 3.412282 0.235 0.463 -1.346 -0.14
H 3.287274 -2.377046 1.807447 -0.126 0.100 0.434 0.05
C 0.273432 4.725772 -2.421327 1.171 0.073 0.533 0.13
H -3.894365 1.617778 1.040610 -0.012 -0.421 0.173 -0.24
C -1.813317 -4.032240 1.682190 0.581 0.319 1.457 1.29
F 5.311673 -1.259018 -2.864769 0.635 0.352 0.852 -0.36
O 3.376672 -0.223806 -5.061740 0.177 0.306 -1.018 -0.38
F 0.059071 4.541667 6.261982 -0.292 -0.413 -0.446 -0.37
O 3.131435 2.121328 2.135036 0.358 0.808 0.226 -0.29
C -4.637965 2.489049 -3.155104 1.614 0.196 1.459 0.46
C -0.652355 -0.034582 0.599884 0.190 0.005 0.275 1.33
C -0.662973 0.060115 4.821624 0.483 0.981 0.165 0.76
C 3.848405 -4.258516 -0.307294 -0.374 0.296 1.810 -0.71
C -0.321704 -4.034671 1.423469 0.707 -0.603 1.780 1.48
O 0.426286 -1.319657 3.327411 0.753 0.385 -0.275 -0.07
C 3.046095 3.470535 2.199306 -0.352 0.796 0.788 0.35
O 3.088910 -1.319841 -3.189674 0.027 0.136 0.625 0.47
C -2.618739 3.132624 -4.044678 -1.127 0.188 -0.305 0.54
H -3.219470 0.164078 1.933522 -0.180 0.321 -0.059 -0.67
C -0.804711 -0.887524 3.681937 -1.638 -1.407 0.095 0.23
C 0.510047 -3.573001 -4.117428 0.666 2.004 0.233 0.21
H 2.369944 -1.026055 4.141516 0.707 -1.016 -0.115 0.65
H 0.432687 -0.844759 -1.974090 -0.202 0.563 -0.494 -1.31
H 3.373396 -4.868520 0.477333 -0.472 -0.202 -0.709 0.34
H -0.467867 5.413922 -2.733794 -0.901 0.354 -0.646 0.34
H -1.474296 0.118868 5.553829 0.352 -0.875 0.076 0.59
C 2.472706 -4.590107 -3.956183 -0.005 -0.555 0.177 0.60
C -0.577227 -0.451385 -1.787385 0.993 -0.128 0.160 0.41
H 0.978316 -0.763483 5.984791 -0.018 -0.107 0.596 0.34
H 4.352670 1.714474 0.543085 -0.108 0.073 -0.079 0.36
H 5.170980 -3.775567 1.385741 0.501 -0.350 0.460 0.41
C 4.437844 -1.177512 -5.042613 1.489 1.601 0.379 -0.64
H 1.137751 0.993134 5.630618 0.151 -0.933 -0.553 0.31
C -4.361990 -0.743474 -1.025724 -0.695 -1.910 1.302 0.15
H 4.391859 -1.930170 -5.813570 -0.514 -0.021 -0.333 0.29
O -2.492944 3.329424 -2.738970 0.777 0.224 -0.363 -0.18
F -4.986681 0.181503 3.833853 0.840 0.902 -0.930 -0.34
O 0.048173 -5.319607 2.050962 -0.105 1.159 -0.664 -0.53
O -1.191593 -1.370663 0.280764 -0.205 1.171 1.345 1.26
O -1.517059 -2.613476 -1.480515 -0.430 -2.355 -0.818 -0.71
O 1.634182 -5.400404 -3.285988 -0.937 0.436 -0.319 -0.33
H -3.584141 -3.259579 -2.218043 -0.172 0.865 0.292 -0.14
H 2.841749 0.760986 0.614651 0.157 0.834 0.013 -0.70
F -0.239774 4.118897 -1.286409 0.258 -0.422 -0.418 -0.12
O -4.536302 -1.329027 -2.201376 0.667 -0.495 -0.048 -0.43
C 2.772957 4.072875 0.866422 0.052 1.091 -0.849 -0.34
H -6.087840 -3.033529 -0.388137 -0.010 -0.270 -0.195 0.29
H 0.285569 -0.269285 1.128167 -0.280 0.439 -0.489 -0.40
H 1.538512 2.677464 -0.170919 0.120 0.027 -0.045 -1.12
O -2.557539 2.030890 2.523865 -0.393 1.002 1.236 0.03
H 1.819120 4.722012 5.443615 -0.342 -0.441 -0.557 0.26
H 0.428623 1.228892 -0.668374 -0.174 -0.266 -0.738 -1.36
C -3.600422 2.797024 -2.040517 -0.577 0.406 -0.419 1.54
C 4.342571 -1.750118 -3.655021 -0.479 -0.829 -0.824 0.64
C -3.584723 1.196931 2.001501 -0.435 -0.083 0.447 1.35
C -1.113020 -1.600894 -1.013947 -0.699 1.490 -0.277 0.40
F -5.597635 3.428904 -3.091812 -1.134 0.336 -0.201 -0.36
O -0.006103 4.626763 2.891372 0.678 -2.059 0.648 -0.29
H -0.240735 -4.994328 -2.591107 0.168 0.397 -0.152 0.05
H 1.857379 4.694732 0.955373 0.607 -0.311 -0.084 0.17
O 2.294051 4.041147 -3.479539 -1.347 -1.015 -0.595 -0.34
H -1.259108 0.629217 1.264706 0.164 -1.366 -0.466 -0.99
C 2.607412 -0.358625 -4.000812 -3.818 0.678 -0.257 0.11
O -4.344859 0.431578 -0.868684 0.140 1.566 -0.153 -0.55
H 0.982139 6.158257 3.740306 0.796 0.727 -0.060 0.37
C 1.477144 -0.489994 3.970389 -1.760 0.685 0.203 -0.12
H -5.113077 -1.300431 0.857212 0.727 -0.402 -0.192 0.64
O 1.834572 -3.655182 -4.620182 0.184 0.777 -0.679 -0.33
H -4.488331 -3.829977 0.006703 -0.632 -0.287 -0.782 0.25
H -5.028683 1.475078 -3.085071 -0.332 0.214 -0.211 0.26
H 0.697408 2.770134 -3.071978 0.037 -0.863 -0.432 -0.35
H -3.955297 3.585247 -1.367723 -0.077 -0.489 0.047 0.26
H 0.385124 3.973437 -4.451717 0.760 -0.660 0.627 0.32
F -0.324131 -5.615772 -4.443520 -0.571 -1.838 -1.166 -0.35
C 0.830788 -0.003413 5.233025 -1.244 0.010 1.386 -0.91
C -4.709823 1.337230 3.048705 0.057 -2.279 -0.249 0.26
H 3.069405 2.926077 -1.039668 0.005 0.337 -0.027 0.84
H -0.700557 5.955390 4.319313 1.025 -0.676 0.116 0.32
F -2.337361 -4.770820 0.677266 -1.014 -0.423 -0.354 -0.40
C -0.839405 -5.588288 3.019928 0.000 0.419 -1.262 0.47
O 3.103155 4.128805 3.212505 0.134 -0.933 0.013 -0.68
C 0.298772 3.324383 3.225260 -0.789 -0.441 -0.626 -0.15
C 4.742646 -3.329154 0.521668 0.066 2.135 -3.198 -0.64
C 2.601082 2.894039 -0.061304 -0.064 -0.967 0.287 1.14
H -0.738185 1.034899 4.393544 -0.228 0.905 -0.793 -1.07
O 3.595962 5.168770 -2.078386 1.760 0.426 0.290 -0.49
H -3.288566 1.891547 -1.575432 0.105 -0.156 0.548 -1.36
H -1.342180 1.473525 -0.866715 1.510 -1.676 0.025 -0.60
O -4.282307 2.305833 3.882378 -0.035 1.916 1.551 -0.40
C 2.551050 4.882633 -2.518497 -1.618 1.424 1.181 0.46
H 5.391150 -0.591739 -5.133842 -0.769 -0.689 -0.053 0.33
C -5.008580 -3.011149 -0.510841 1.170 0.298 -0.733 -0.68
O 3.646359 -4.694581 -3.953338 1.732 -0.587 0.077 -0.61
H -5.656506 1.566653 2.640098 -0.999 0.436 -0.487 0.39
O 1.501508 0.184970 -3.873455 3.368 -1.159 0.079 -0.46
H -0.108428 -3.382755 -4.983852 -0.521 0.198 0.336 0.39
H 5.493438 -2.836278 -0.195548 -0.529 -0.986 1.306 0.23
H 4.329292 -4.897319 -1.015657 0.075 -0.032 -0.729 0.46
O -1.791351 3.358288 -4.869890 -0.375 -0.175 0.124 -0.54
O -1.929388 -4.752780 2.926176 0.475 -0.156 -0.743 -0.45
H -3.464148 -1.963626 0.528197 0.548 0.240 0.268 -1.43
C 0.314886 -4.894371 -3.530221 -0.315 -1.073 1.966 0.67
H -0.102695 -4.121991 0.386801 0.189 0.222 -0.774 -0.46
H 4.091181 -1.237325 0.800148 0.591 1.221 0.025 0.23
H -2.346186 -3.087507 1.836344 0.389 -0.331 -0.286 -0.21
O -2.381454 3.528917 4.235778 -1.037 -0.421 -0.418 -0.49
O -1.839238 -1.322234 3.167213 2.184 0.935 0.795 -0.61
C 0.265978 5.443909 4.052414 -1.760 -0.073 -0.492 -0.53
```
Positions in Å, forces in eV/Å.

The HOMO-LUMO gap comes out at 10.8 eV.

Density functional theory data (ωB97M-V/def2-TZVPD) for the ion C4H5N2O3 with charge -1 in a non-equilibrium geometry.

Structure (XYZ):
```
14
Properties=species:S:1:pos:R:3:forces:R:3:mulliken_charge:R:1
H 0.412654 1.420799 -1.127878 -0.014 0.033 -0.061 0.29
C -0.564004 -0.441004 -1.439109 1.163 1.399 2.654 0.55
O -1.228123 -0.503904 -0.250511 -0.629 -0.137 0.649 -0.47
H 1.434634 0.242874 -1.975215 -0.123 0.012 -0.032 0.33
O -0.962487 -0.950280 -2.458865 -0.053 0.014 0.344 -0.65
C 1.395230 0.018087 0.240237 -0.103 -0.080 -0.024 -0.66
N -0.036467 0.601161 2.012706 -1.306 -1.032 -3.325 -0.12
H -2.734272 -0.477505 1.063701 -0.070 0.019 0.097 0.35
H 1.162820 -1.047158 0.425798 0.066 -0.104 -0.080 0.39
H 2.473975 0.107859 0.068210 -0.139 -0.049 -0.029 0.35
C 0.707004 0.368954 -1.168464 0.086 -0.209 0.133 -0.57
N 1.152275 0.767619 1.454133 1.765 0.630 -0.067 -0.82
O -2.218620 -0.216016 1.837664 -0.050 -0.162 -0.425 -0.50
C -0.994621 0.108515 1.317592 -0.592 -0.336 0.167 0.54
```
Positions in Å, forces in eV/Å.

As for the net charge: -1. Its energy above the lowest of the compared OMol25 structures with the same formula, charge and spin is 2.975 eV. The HOMO-LUMO gap comes out at 6.0 eV.

Density functional theory data (ωB97M-V/def2-TZVPD) for a structure of composition C5H4FeN2O4S in a non-equilibrium geometry.

Structure (XYZ):
```
17
Properties=species:S:1:pos:R:3:forces:R:3:lowdin_spin:R:1
O 0.001184 -2.883892 -1.622949 -0.395 3.406 0.290 0.05
C -0.146983 -1.740491 -1.620300 0.007 -6.678 -0.330 0.08
H 0.527217 -1.041049 3.619864 -0.098 -0.266 -0.615 0.00
O -1.930925 0.010558 -4.254843 3.903 0.093 3.404 0.08
S -1.373787 -0.048801 0.741637 -0.852 -0.052 -0.315 0.88
N 0.128523 -1.136304 2.679348 -0.810 0.867 -0.755 0.04
H 0.523465 1.080343 3.559201 0.013 0.186 -0.319 0.00
C -1.094390 0.020481 -3.441242 -6.376 -0.212 -7.080 0.07
O -0.007342 2.888630 -1.522038 -0.337 -3.018 0.159 0.06
O 2.717703 0.000952 -1.972777 -4.420 0.092 -0.098 0.08
H -0.173879 -2.048604 2.384930 -0.024 -0.272 0.109 0.00
C 1.558350 0.014066 -2.014864 9.360 -0.242 -0.436 0.08
C -0.317729 -0.024607 2.053252 2.379 0.165 3.633 0.11
Fe -0.185402 0.017250 -1.941418 -1.266 -0.035 3.201 2.33
C -0.152243 1.748666 -1.562514 -0.124 6.608 0.076 0.09
N 0.122822 1.121886 2.624153 -1.011 -0.682 -1.089 0.04
H -0.196581 2.020923 2.290559 0.050 0.041 0.164 0.00
```
Positions in Å, forces in eV/Å.

Its spin multiplicity is 5. As for the net charge: +2. Its energy above the lowest of the compared OMol25 structures with the same formula, charge and spin is 0.555 eV. As for the expectation value of S²: 6.04. The HOMO-LUMO gap (spin up / spin down) comes out at 9.1 / 6.6 eV.

Density functional theory data (ωB97M-V/def2-TZVPD) for a structure of composition C31H22F6N7O4PTi in a non-equilibrium geometry.

Structure (XYZ):
```
72
Properties=species:S:1:pos:R:3:forces:R:3:lowdin_spin:R:1
C -0.484281 -1.309183 -3.277934 -0.313 0.652 0.122 0.00
C -1.603506 3.249581 4.207896 -0.788 -0.401 -0.994 0.00
H -3.459325 2.819081 1.392710 -0.138 0.033 0.042 0.00
C -2.543967 -0.900682 -2.310389 0.791 -0.388 0.128 0.00
H -1.612324 3.627926 5.205881 -0.189 0.370 0.426 0.00
N -1.593100 2.089736 1.649297 1.589 -0.384 0.796 0.00
H 4.708935 -0.120272 -4.680066 -0.022 -0.069 -0.521 0.00
O -4.592363 -0.771259 -1.115724 2.544 -0.242 0.241 0.05
C -2.536743 -1.216413 3.655238 -0.525 0.153 -0.621 0.01
N -0.887281 -1.130856 1.792501 -0.622 0.493 -0.214 0.13
F -0.601478 4.689473 -2.868789 0.742 -1.032 0.421 0.00
C -0.984583 -0.990577 -4.545933 -0.244 0.028 0.379 0.00
C -2.694335 3.423576 3.320666 1.644 -0.437 0.977 0.00
C 2.390445 -2.713196 2.009502 -0.915 0.122 -0.276 0.00
F 0.054503 2.393662 -3.304957 -0.681 0.467 1.293 0.00
N -1.214559 -1.181265 -2.142084 -0.460 0.252 -1.227 0.00
Ti -0.456475 -0.354116 -0.208245 -1.123 -0.534 -0.191 0.01
H -5.141887 -0.149837 0.838225 0.279 -0.244 0.590 0.00
O 1.165507 -0.315788 -1.376511 -1.227 0.013 0.417 0.00
C 1.504340 -3.193585 -0.539013 -0.035 0.185 -0.972 0.00
C -0.500211 2.026614 2.469065 -2.612 0.194 0.919 0.00
H -4.188554 -0.533374 -3.569004 -0.664 0.214 -0.003 0.00
C 0.701533 1.441253 2.039441 1.888 -1.240 -2.462 0.00
N 0.898682 0.829346 0.881412 -0.534 0.203 1.966 0.01
O 0.170553 -2.005667 3.692343 -0.170 0.670 -2.158 0.05
H 1.533738 1.647957 2.699610 0.538 -0.085 -0.360 0.00
N -2.555142 -0.716257 0.045672 0.585 -0.262 0.264 0.11
C -2.338981 -0.686298 -4.687518 0.096 0.139 0.357 0.00
C 4.665281 0.257232 -0.827241 0.119 0.142 -0.918 0.00
C 3.455305 0.283111 -1.553477 0.025 -0.266 -0.167 0.00
H 0.565166 -1.562256 -3.184145 -0.148 0.110 0.226 0.00
F -2.060681 2.860475 -2.639903 1.467 -0.195 0.798 0.00
F -0.926022 1.276630 -0.886273 -0.029 -0.470 -0.397 0.01
C -3.870350 -1.078662 3.973246 0.306 -0.132 -0.676 0.12
P -0.586479 3.302584 -2.132650 -0.232 1.411 -0.892 0.00
H 2.548701 0.481567 -3.513045 0.726 -0.334 0.212 0.00
C 2.193346 0.193683 -0.798828 1.113 0.744 -0.682 0.00
O 4.751092 0.476268 0.482398 -1.638 0.318 0.180 0.00
H -1.731652 -1.436055 4.319461 -0.115 -0.262 0.693 0.00
H -2.775436 -0.395356 -5.648728 0.270 -0.222 0.355 0.00
C -2.139660 -1.043836 2.305288 0.614 0.422 0.332 0.16
C 3.498190 0.270522 -2.984799 -1.182 -0.539 1.251 0.00
C -3.140174 -0.699928 -3.537850 1.046 -0.275 -0.311 0.00
H 3.384502 -4.130791 -0.922162 -0.257 0.318 0.461 0.00
N 0.736534 -2.475058 0.263235 -0.670 0.783 1.088 0.01
C 4.665601 -0.067119 -3.614833 -0.389 0.553 -0.194 0.00
H -5.845960 -0.443380 3.201420 0.090 -0.048 0.292 0.00
C -2.627703 2.767921 2.085137 -0.657 0.480 0.047 0.00
C -4.808047 -0.635131 2.958524 0.319 -0.189 -0.882 0.11
C 5.840399 0.002899 -1.519315 0.383 -0.351 -0.059 0.00
H 6.739214 -0.530649 -3.386109 -0.160 0.172 0.168 0.00
H 1.080853 -3.402738 -1.531606 0.388 0.149 0.410 0.00
C -3.079705 -0.755870 1.289512 -1.901 0.928 -0.576 0.16
C -4.452337 -0.472667 1.622709 0.682 -0.388 1.059 0.00
H 3.793709 0.764223 0.680217 1.208 -0.260 0.832 0.00
H -4.202049 -1.364069 4.974016 -0.038 0.473 -0.302 0.00
H 0.322154 2.265684 4.410635 0.530 0.182 0.583 0.00
C 1.123015 -2.314147 1.546824 1.230 -0.489 -0.252 0.00
N 2.168060 0.667987 0.420632 0.418 0.468 0.431 0.00
H -0.275609 -0.897766 -5.368051 -0.312 -0.341 0.114 0.00
C -0.508049 2.506310 3.792538 -0.863 0.151 -1.464 0.00
C 3.253706 -3.311635 1.100102 -1.049 0.620 -0.245 0.00
H 6.739397 -0.036914 -0.922350 0.193 -0.067 -0.127 0.00
C -3.347278 -0.804082 -1.052060 -2.680 0.649 -1.260 0.02
H -3.528176 4.026268 3.641963 -0.212 -0.042 -0.238 0.00
C 0.094929 -1.763725 2.474618 1.164 -0.896 2.238 0.02
F -1.223167 3.852230 -0.778971 0.492 -0.828 -0.629 0.00
H 4.254686 -3.491877 1.400651 0.735 -0.451 0.039 0.00
C 5.822805 -0.238781 -2.873254 0.800 -0.078 0.188 0.00
C 2.775956 -3.588931 -0.184682 0.686 -0.643 -0.046 0.00
H 2.636566 -2.540202 3.055329 0.034 -0.036 -0.290 0.00
F 0.880227 3.276419 -1.411404 -1.945 -0.136 -0.734 0.00
```
Positions in Å, forces in eV/Å.

Its spin multiplicity is 2. As for the net charge: +1. Its energy above the lowest of the compared OMol25 structures with the same formula, charge and spin is 0.000 eV. As for the expectation value of S²: 0.76. The HOMO-LUMO gap (spin up / spin down) comes out at 6.2 / 5.0 eV.